Formula: H6O3
Source: OMol25
Level of theory: ωB97M-V/def2-TZVPD

```
9
H6O3 | OMol25 | ωB97M-V/def2-TZVPD
O -2.6315 0.6131 1.0594
H -1.7877 1.0439 0.9227
H -3.1926 0.9587 0.3652
O -0.2511 -1.2559 0.2416
H -0.5830 -2.0677 -0.1419
H 0.5566 -1.0759 -0.2394
O 2.5010 0.5369 -0.3716
H 2.3032 1.2707 -0.9536
H 3.0850 -0.0238 -0.8823
```

Structure (SMILES): O.O.O
E_tot: -6239.661 eV
Highest occupied orbital energy: -10.91 eV
Kohn-Sham gap: 11.50 eV
Energy relative to the best compared isomer or geometry (same formula, charge and spin): 57.2 kJ/mol

Formula: H6O3
Source: OMol25
Level of theory: ωB97M-V/def2-TZVPD

```
9
H6O3 | OMol25 | ωB97M-V/def2-TZVPD
O -1.2682 -1.1173 -0.1085
H -0.4192 -1.1037 0.3758
H -1.9403 -1.0539 0.5764
O 1.1218 -0.3044 1.0580
H 1.9027 -0.7416 0.6895
H 0.9224 0.4269 0.4422
O 0.1921 1.2828 -1.0070
H -0.2338 2.1372 -0.8626
H -0.5510 0.6549 -0.9956
```

Structure (SMILES): O.O.O
E_tot: -6240.250 eV
Highest occupied orbital energy: -11.43 eV
Kohn-Sham gap: 12.28 eV
Energy relative to the best compared isomer or geometry (same formula, charge and spin): 0.3 kJ/mol

Formula: H6O3
Source: OMol25
Level of theory: ωB97M-V/def2-TZVPD

```
9
H6O3 | OMol25 | ωB97M-V/def2-TZVPD
O 1.8841 -2.0518 0.8407
H 1.8002 -1.9844 1.7993
H 1.3136 -2.7891 0.5946
O -1.0776 0.0372 -0.3636
H -1.9537 -0.3175 -0.5533
H -0.5494 -0.7231 -0.0880
O -0.1077 2.7385 -0.6720
H -0.7867 3.1819 -1.1894
H -0.5228 1.9084 -0.3683
```

Structure (SMILES): O.O.O
E_tot: -6239.787 eV
Highest occupied orbital energy: -10.66 eV
Kohn-Sham gap: 11.03 eV
Energy relative to the best compared isomer or geometry (same formula, charge and spin): 44.9 kJ/mol

Formula: H6O3
Source: OMol25
Level of theory: ωB97M-V/def2-TZVPD

```
9
H6O3 | OMol25 | ωB97M-V/def2-TZVPD
H 0.6673 0.8073 0.1966
H 0.2389 2.1298 -0.4937
H 0.3797 -1.2018 -0.0277
H 1.9093 -0.9731 -0.5775
H -1.2117 0.1718 -0.1736
H -1.7478 -0.7971 0.8634
O -0.0805 1.4288 0.1295
O 1.2705 -0.7790 0.1552
O -1.4256 -0.7867 -0.0722
```

Structure (SMILES): O.O.O
E_tot: -6240.061 eV
Highest occupied orbital energy: -11.33 eV
Kohn-Sham gap: 12.14 eV
Energy relative to the best compared isomer or geometry (same formula, charge and spin): 18.6 kJ/mol

Formula: H6O3Rb
Source: OMol25
Level of theory: ωB97M-V/def2-TZVPD

```
10
H6O3Rb | OMol25 | ωB97M-V/def2-TZVPD
Rb 1.3051 -0.7386 -0.5843
O 0.8183 2.1148 -1.2603
H 0.0372 2.4610 -1.7111
H 0.8486 2.5814 -0.4135
O 0.4627 0.3149 1.9006
H 1.0716 0.3180 2.6521
H -0.4180 0.2276 2.2898
O -1.1152 -2.2152 -0.7554
H -1.8372 -1.8850 -1.3073
H -1.1731 -3.1789 -0.8106
```

E_tot: -6890.885 eV
Net charge: +1
Highest occupied orbital energy: -15.61 eV
Kohn-Sham gap: 12.18 eV
Energy relative to the best compared isomer or geometry (same formula, charge and spin): 0.0 kJ/mol

Formula: H70O35
Source: OMol25
Level of theory: ωB97M-V/def2-TZVPD

```
105
H70O35 | OMol25 | ωB97M-V/def2-TZVPD
O 1.6624 -1.6831 -3.3458
H 2.4815 -2.1455 -3.5231
H 1.2015 -2.2425 -2.7206
O 0.1775 4.0113 -0.4826
H -0.4315 3.4083 -0.9088
H 0.2037 4.7741 -1.0603
O -0.1657 -3.4700 1.9522
H -0.8552 -2.8175 1.8297
H -0.2123 -3.6969 2.8810
O -1.2031 2.9382 -2.7684
H -1.9592 3.4954 -2.9532
H -0.5561 3.1848 -3.4292
O -3.5820 4.3655 -0.7700
H -3.6767 3.8152 0.0075
H -3.6700 3.7591 -1.5053
O -3.8113 2.6505 1.1184
H -3.6701 2.7580 2.0590
H -4.7616 2.6930 1.0119
O -3.1780 -2.9815 -2.8639
H -2.6685 -3.2311 -3.6348
H -2.6647 -3.3029 -2.1226
O 4.0061 -2.8165 -2.3393
H 3.5286 -2.1443 -1.8530
H 4.7917 -2.3709 -2.6563
O -0.2170 -1.5430 -5.4245
H 0.4097 -1.6419 -4.7078
H -0.7531 -2.3350 -5.3854
O 3.6469 3.9366 -0.1788
H 3.2997 3.4593 -0.9323
H 3.4946 3.3540 0.5653
O -2.5995 2.8527 3.5898
H -3.0349 2.5632 4.3915
H -2.0481 3.5844 3.8669
O 2.2853 -4.5160 1.3072
H 1.3669 -4.4224 1.5602
H 2.6301 -5.1852 1.8985
O -2.5950 -2.4317 0.9553
H -2.9308 -1.6948 0.4447
H -3.1005 -2.4107 1.7679
O -3.0058 -0.0562 -0.1627
H -3.2379 0.8677 -0.0692
H -2.4132 -0.0800 -0.9140
O 2.0854 -1.0885 0.5234
H 1.7161 -1.9202 0.8201
H 3.0068 -1.1300 0.7795
O 4.8568 -4.0901 0.6625
H 4.9894 -4.9511 1.0591
H 3.9059 -3.9902 0.6179
O -2.1286 -4.5790 -0.5941
H -2.7868 -5.2156 -0.3153
H -2.3308 -3.7893 -0.0925
O 3.4561 2.7066 -2.8966
H 2.6523 2.9351 -3.3635
H 4.1212 3.2880 -3.2650
O -4.9651 -1.3236 -2.6379
H -5.0241 -0.8946 -3.4916
H -4.1546 -1.8310 -2.6798
O -1.8469 0.2348 2.5603
H -2.3244 1.0562 2.4437
H -1.6386 -0.0501 1.6705
O -0.0343 0.4003 0.1940
H 0.6861 -0.2103 0.3500
H -0.2495 0.2862 -0.7317
O -3.4936 0.7272 -4.6350
H -3.8269 1.1914 -3.8671
H -4.1956 0.7980 -5.2818
O 6.0481 -1.7512 1.1419
H 5.3935 -1.2439 1.6218
H 5.6616 -2.6228 1.0572
O 3.6399 0.0364 -2.3848
H 2.7429 -0.2927 -2.4420
H 3.5688 0.9660 -2.6016
O 3.0058 2.4848 3.9559
H 3.0542 3.2545 3.3889
H 3.2252 1.7502 3.3827
O 0.3989 2.6915 1.8301
H 0.4505 3.3686 1.1555
H 0.0704 1.9190 1.3700
O -0.0385 -1.5002 4.4468
H 0.5184 -0.7463 4.2524
H -0.8471 -1.3324 3.9629
O 1.0410 -3.4731 -1.1007
H 0.3546 -3.9904 -1.5220
H 1.1678 -3.8909 -0.2489
O -0.2045 1.8594 4.7879
H 0.2313 2.4716 4.1949
H -0.9911 1.5865 4.3155
O 2.5098 4.6622 2.0657
H 2.6343 4.5088 1.1292
H 3.0313 5.4429 2.2524
O -4.0528 -1.2643 3.3401
H -3.2511 -0.7458 3.2715
H -4.6996 -0.7745 2.8322
O -1.2097 0.3347 -2.3814
H -1.2302 1.2914 -2.4064
H -1.5086 0.0655 -3.2500
O 2.9944 1.6826 1.2378
H 2.9483 0.7794 0.9243
H 2.0809 1.9610 1.3032
O -4.6404 1.7526 -2.2805
H -5.4412 1.7575 -2.8048
H -4.6783 0.9301 -1.7923
O 3.6924 -1.7489 2.8823
H 3.3099 -2.5305 3.2810
H 4.3575 -1.4614 3.5077
```

E_tot: -72802.703 eV
Highest occupied orbital energy: -9.71 eV
Kohn-Sham gap: 9.13 eV
Energy relative to the best compared isomer or geometry (same formula, charge and spin): 374.5 kJ/mol

Formula: H70O35
Source: OMol25
Level of theory: ωB97M-V/def2-TZVPD

```
105
H70O35 | OMol25 | ωB97M-V/def2-TZVPD
O 14.6060 10.2574 12.0432
H 13.7623 10.1506 11.6012
H 14.5725 9.6896 12.8050
O 9.4820 10.7852 7.8328
H 9.7012 11.6288 7.3952
H 10.3749 10.3394 7.8005
O 10.3384 7.6427 14.3549
H 9.9712 7.7085 13.4517
H 10.3009 8.5658 14.6638
O 10.9762 13.3420 11.9620
H 11.3086 13.1503 12.8794
H 10.4484 12.5710 11.6663
O 11.6099 7.9482 9.5768
H 11.9336 8.2080 8.6766
H 10.7682 7.5228 9.4498
O 9.3973 11.2337 10.8406
H 8.6176 11.7514 10.7583
H 9.6408 10.8527 10.0065
O 16.7247 11.9408 11.0944
H 16.1941 12.7188 11.0294
H 16.2128 11.2260 11.4959
O 16.3963 5.8223 9.5761
H 17.2773 5.4228 9.7568
H 16.2179 6.4381 10.3154
O 14.8770 7.3768 11.1329
H 14.1335 7.2609 11.7890
H 15.0825 8.3050 11.1862
O 12.3978 14.2269 7.8755
H 12.4479 13.5752 8.6071
H 12.6133 15.1125 8.2510
O 7.9922 10.7881 13.5653
H 7.1384 11.1162 13.8672
H 7.7384 10.1279 12.9172
O 7.0440 12.8893 10.3119
H 6.5800 12.8301 9.4779
H 7.3241 13.8129 10.4612
O 8.4575 14.9958 11.6060
H 8.1975 14.5520 12.4099
H 9.3953 14.7182 11.4983
O 10.7637 11.0895 14.2298
H 10.8924 11.6865 14.9877
H 9.8141 11.1241 14.0152
O 11.6698 9.1295 7.2661
H 12.4692 9.6642 7.2503
H 11.4357 8.9093 6.3324
O 8.5157 9.3093 5.6685
H 8.6072 9.9859 6.3855
H 8.2953 8.4885 6.0973
O 10.8350 8.2399 4.5152
H 10.0358 8.7626 4.6836
H 11.1382 8.5560 3.6384
O 15.7087 8.0702 7.9374
H 14.7702 7.9140 7.7002
H 16.1223 7.2260 8.1706
O 7.6734 6.0622 7.3643
H 7.0224 5.3500 7.1447
H 8.6008 5.7500 7.1893
O 10.0218 12.8997 6.3158
H 10.6991 13.5738 6.5463
H 10.1668 12.7184 5.4012
O 7.8839 8.2195 12.1543
H 7.0637 7.7913 12.3869
H 7.7667 8.5023 11.2319
O 14.9163 14.4373 9.8191
H 15.0815 14.2149 8.8842
H 15.5331 15.1754 10.0448
O 8.4012 8.3041 9.3717
H 8.7611 8.9802 8.8174
H 8.4555 7.4755 8.7875
O 12.8695 7.6489 12.8779
H 12.4337 7.5443 13.7575
H 12.4750 8.4757 12.5579
O 13.4438 10.3386 8.8102
H 13.1716 10.9385 9.4972
H 14.4012 10.4315 8.6178
O 16.4458 10.7699 8.1877
H 16.9082 10.8238 9.0012
H 16.4265 9.8317 7.9724
O 4.9371 11.5937 11.6264
H 5.6532 12.1522 11.3474
H 4.8176 10.9954 10.8845
O 16.2822 14.1615 12.9571
H 16.3829 13.2634 12.6784
H 16.7683 14.3169 13.7440
O 15.6298 13.1879 7.2575
H 15.8516 12.2990 7.6137
H 14.7116 13.0624 6.9126
O 13.3696 6.0041 8.4425
H 14.2797 5.7650 8.6354
H 13.0630 6.4676 9.2285
O 13.2370 13.3466 13.9400
H 14.0785 13.5773 13.5059
H 13.1762 12.3650 13.8581
O 5.7143 7.2623 10.4802
H 5.1242 7.6086 11.1833
H 5.6847 7.9351 9.7859
O 12.8374 12.6350 10.2325
H 12.2755 13.0435 10.9188
H 13.7223 13.0570 10.2903
O 11.7448 9.7371 11.6726
H 10.9026 10.0522 11.9912
H 11.6774 9.1527 10.8692
O 10.5354 5.5543 6.8258
H 11.1963 5.3284 7.4848
H 10.9150 6.1326 6.1509
```

E_tot: -72805.878 eV
Highest occupied orbital energy: -10.84 eV
Kohn-Sham gap: 10.71 eV
Energy relative to the best compared isomer or geometry (same formula, charge and spin): 68.2 kJ/mol

Formula: H7O3
Source: OMol25
Level of theory: ωB97M-V/def2-TZVPD

```
10
H7O3 | OMol25 | ωB97M-V/def2-TZVPD
O 1.9472 -0.6574 -1.0475
H 2.6148 -1.1459 -0.5358
H 2.3949 -0.5892 -1.9040
O -1.6577 0.1807 1.5103
H -1.2831 0.1349 2.4065
H -2.6078 0.2348 1.6509
O -0.2863 0.4852 -0.4631
H -0.8082 0.4494 0.4777
H 0.5247 -0.0525 -0.7395
H -0.6775 0.7474 -1.3094
```

E_tot: -6249.113 eV
Net charge: +1
Highest occupied orbital energy: -16.98 eV
Kohn-Sham gap: 13.44 eV
Energy relative to the best compared isomer or geometry (same formula, charge and spin): 29.6 kJ/mol

Formula: H80O40
Source: OMol25
Level of theory: ωB97M-V/def2-TZVPD

```
120
H80O40 | OMol25 | ωB97M-V/def2-TZVPD
H -3.9766 -1.1504 -2.0502
H -3.4020 -0.6794 -3.3244
O -3.5915 -1.5129 -2.8556
H 1.5096 -6.4032 -1.6387
H 0.2159 -5.5488 -1.8263
O 1.0740 -5.5605 -1.2876
H 2.1996 -1.0068 3.2849
H 2.1494 -1.8060 1.9561
O 1.9593 -1.8844 2.8846
H -4.1800 1.9864 -2.9762
H -5.1714 1.1451 -1.9177
O -4.3919 1.1985 -2.5207
H 0.7566 1.8452 -0.8715
H 0.2513 0.5645 -1.7800
O 1.1446 1.1207 -1.4329
H 2.6948 0.1729 0.9322
O 2.9587 0.2472 1.8582
H -0.6845 -0.6385 2.6232
O -1.5891 -0.4241 2.8761
H 1.8890 -1.2790 -5.2500
H 2.4803 -1.5928 -3.7679
O 2.5284 -1.0058 -4.5005
H 3.1347 -4.0183 2.5305
H 2.7431 -5.2662 1.6603
O 3.4624 -4.6607 1.8800
H -3.4639 -0.0177 1.5272
H -2.8323 0.8806 0.4529
O -3.4776 0.2207 0.5925
H -4.7805 0.8652 -0.2112
H -6.0730 0.0925 0.1774
O -5.7364 0.7760 -0.3892
H -2.3694 4.5773 -3.5656
O -3.0881 4.1903 -4.0051
H -1.2679 -5.4616 -3.3257
H -0.0033 -4.9248 -4.1330
O -0.2897 -5.3171 -3.3242
H -3.2005 -2.9084 5.0746
H -2.4578 -2.1726 3.9556
O -3.0868 -2.8823 4.1111
H 1.3055 4.5525 0.8105
H 2.5187 5.2283 -0.0049
O 1.6306 5.3679 0.2862
H 0.7225 4.1727 3.4723
H 2.0812 4.4860 2.9231
O 1.5938 3.8266 3.4723
H 1.0725 2.5813 -4.4258
H 2.2524 1.5588 -4.9122
O 1.8249 2.3753 -4.9196
H -2.7925 3.5485 0.8731
H -3.2688 2.9410 -0.5649
O -2.7079 2.8771 0.2298
H 5.0388 2.8272 2.6085
O 5.0632 2.3389 1.7428
H -3.0092 -3.2737 -2.2994
H -2.8174 -4.6367 -1.8087
O -2.6950 -4.1764 -2.6384
H -0.7087 -6.3435 0.0601
O -1.4117 -6.6151 0.6512
H -2.5240 5.3308 -0.6344
H -2.0176 6.5957 0.2061
O -2.4159 5.6784 0.2559
H 0.7968 2.1866 4.9254
H 0.6664 0.7929 4.3342
O 0.3922 1.6930 4.2430
H 5.4270 3.7064 -2.2093
H 4.6719 2.6438 -3.0067
O 5.4079 3.2584 -3.0942
H -0.1902 2.5343 1.9955
H -0.7293 3.2649 0.8072
O -0.0750 2.6477 1.0682
H 0.5949 3.9947 -1.9946
H 0.0547 2.5910 -2.7623
O -0.1419 3.4390 -2.1811
H 3.0650 -3.2800 0.5786
H 2.1094 -3.7038 -0.4979
O 2.4557 -2.9042 -0.0870
H -1.9582 0.6927 -1.7337
H -1.5451 -0.3808 -2.4160
O -1.2407 0.5193 -2.3637
H 2.6070 2.7152 -0.7110
H 3.9676 2.6793 -1.5123
O 3.3544 3.1876 -0.9901
H 5.2076 -1.7164 -4.1982
H 4.0149 -2.5935 -3.7026
O 4.6068 -2.4253 -4.4550
H -4.3082 -1.0376 3.2751
H -4.8247 0.4146 3.8831
O -4.4289 -0.0644 3.1799
H 5.0101 0.1559 -2.8854
O 4.2916 0.6033 -2.4554
H -0.4401 5.6893 2.1266
H -1.2908 5.6912 3.3382
O -0.3807 5.7529 3.0919
H 4.9890 2.9506 1.0352
H 2.7963 1.1937 2.0092
H -2.2238 -6.1733 0.4361
H -1.7026 0.4892 3.1714
H -3.1391 3.3076 -4.3492
H 3.4195 0.3473 -2.8561
O 0.2224 -1.2877 0.5340
H 0.5454 -1.0139 -0.3234
H 0.5566 -2.1977 0.5953
O -0.2314 -2.2181 5.1320
H -0.1034 -3.1749 5.2698
H 0.2111 -1.8432 4.2776
O 0.4400 -1.9283 -2.4954
H 0.5109 -2.7747 -2.9788
H 0.9887 -2.0561 -1.7297
O -1.8847 -4.5459 1.6065
H -1.9694 -3.7964 2.1887
H -1.7135 -4.0695 0.8103
O -4.1336 -3.2510 1.0584
H -3.9983 -2.3019 0.9333
H -3.9118 -3.5903 1.9491
O 5.5215 -1.9843 0.3390
H 6.2025 -1.3040 0.3677
H 4.9300 -1.7437 1.0701
O -2.3638 2.2268 3.9606
H -1.4868 2.1018 4.2913
H -2.3930 2.8872 3.2994
```

E_tot: -83197.020 eV
Highest occupied orbital energy: -10.21 eV
Kohn-Sham gap: 9.62 eV
Energy relative to the best compared isomer or geometry (same formula, charge and spin): 848.6 kJ/mol